(1)
{
  "formula": "C3H2O2",
  "method": "the ωB97M-V functional and the def2-TZVPD basis",
  "species": ["O", "C", "C", "C", "O", "H", "H"],
  "positions_angstrom": [[2.6301, -0.3786, -0.0609], [1.4851, -0.2995, 0.0370], [0.1683, -0.3016, 0.0956], [-1.0185, 0.5902, -0.0634], [-1.2097, 1.7807, 0.0135], [-0.1716, -1.3226, 0.2562], [-1.8837, -0.0686, -0.2779]],
  "nbo_charge": [-0.41, 0.80, -0.69, 0.43, -0.51, 0.27, 0.11],
  "relative_energy_kcal_mol": 5.2,
  "homo_lumo_gap_ev": 10.3,
  "homo_energy_ev": -10.080
}


(2)
{
  "formula": "C3H7NO3S",
  "method": "the ωB97M-V functional and the def2-TZVPD basis",
  "species": ["C", "C", "S", "N", "C", "O", "O", "H", "H", "H", "H", "H", "H", "H", "O"],
  "positions_angstrom": [[-0.1587, 0.5390, 1.1058], [1.0579, 0.9073, 1.9617], [2.2422, 2.0927, 1.1636], [0.2442, -0.1037, -0.1203], [-0.7764, -0.5065, -1.0474], [-1.9507, -0.6005, -0.6123], [-0.3595, -0.7759, -2.2017], [-0.6943, -0.2292, 1.6676], [-0.7436, 1.4434, 0.9440], [1.6196, -0.0113, 2.1254], [0.7833, 1.4068, 2.8790], [1.0156, 0.3082, -0.6261], [-1.4394, -2.8837, -2.0976], [-2.2013, -2.3841, -0.9370], [-2.0963, -3.2089, -1.4699]],
  "nbo_charge": [-0.22, -0.51, -0.80, -0.70, 0.87, -0.84, -0.84, 0.17, 0.16, 0.17, 0.17, 0.40, 0.48, 0.51, -1.03],
  "relative_energy_kcal_mol": 4.3,
  "homo_lumo_gap_ev": 6.0,
  "homo_energy_ev": 0.237,
  "charge": -2
}


Number 1: E_LUMO 0.2 eV. Number 2: E_LUMO 6.2 eV.